(1)
The molecule C26H24FN3O2S at a distorted geometry, computed with the ωB97M-V functional and the def2-TZVPD basis.

XYZ file:
```
57
Properties=species:S:1:pos:R:3:forces:R:3:nbo_charge:R:1
S 0.0100 -0.0746 1.1896 -0.4471 -0.3597 -0.1330 0.36
F -2.8931 -3.4380 -0.9701 0.1074 0.0982 0.0737 -0.32
O -1.5967 3.7742 0.0359 0.0896 0.1209 0.0809 -0.56
O 5.4244 2.3785 0.1936 -0.1313 -0.0503 -0.0201 -0.52
N -1.8443 1.5276 -0.0955 -0.3475 0.6053 -0.2005 -0.48
N -5.8701 0.4335 -0.6716 -0.1268 0.0517 0.0212 -0.44
N -2.0012 -0.7806 -0.2979 -0.7393 0.4771 -0.5586 -0.48
C 5.4535 -2.5450 -0.6809 -0.0427 -0.0240 0.0235 -0.19
C -5.6095 -0.9571 -0.3542 0.0837 0.0793 -0.0177 -0.43
C -1.1044 -4.3180 0.2807 -0.1850 0.0744 -0.1395 -0.31
C 4.2048 -2.1864 -0.1976 -0.0057 -0.1484 0.0152 -0.21
C -7.2182 0.6100 -1.1688 0.0724 0.0224 -0.0207 -0.40
C -1.0805 2.6831 -0.0214 -0.0029 -0.0662 0.0166 0.69
C 0.9402 1.7195 -1.1215 -0.0292 0.2220 0.0391 -0.13
C -1.8125 -3.2357 -0.1976 0.1146 -0.0406 0.0893 0.46
C 0.3908 2.4735 -0.0849 0.4204 0.3176 -0.1894 -0.16
C 0.0156 -4.1228 1.0824 0.0572 0.0655 0.0413 -0.19
C 4.8371 0.1329 -0.2761 0.3285 -0.3358 -0.0433 -0.09
C 6.0986 -0.2378 -0.7384 -0.1046 0.1153 0.0191 -0.18
C -1.3935 0.2626 0.1328 1.0274 -0.8596 0.5617 0.32
C -1.4153 -1.9364 0.1147 0.7037 -0.3360 0.5400 0.02
C 2.5785 2.7944 0.8440 0.1326 -0.1308 -0.0520 -0.17
C -0.2809 -1.7724 0.9404 -0.4104 0.0167 -0.1976 -0.20
C 4.5523 1.5739 -0.0535 0.0649 0.0474 0.0277 0.53
C -5.6106 1.3225 0.4476 0.1883 0.0053 0.0586 -0.21
C 0.4395 -2.8518 1.4208 0.1288 0.0019 0.0476 -0.24
C 2.2930 1.4532 -1.1364 0.0538 0.1390 0.0240 -0.20
C 3.8932 -0.8547 0.0042 0.0975 0.1197 0.0100 -0.21
C 6.4013 -1.5695 -0.9477 0.0650 -0.0100 -0.0152 -0.21
C 1.2215 3.0547 0.8664 -0.2336 -0.0444 -0.1216 -0.16
C -3.2700 1.6569 -0.3905 -0.4684 0.0020 -0.0170 -0.23
C 3.1129 1.9516 -0.1252 -0.3258 0.3306 0.0399 -0.12
C -4.1326 1.3662 0.8343 -0.1021 0.0348 -0.2333 -0.42
H 1.3034 -2.6969 2.0471 0.1215 -0.0460 0.0957 0.22
H -4.5494 -1.1000 -0.1607 0.0494 -0.0919 0.0303 0.22
H -7.3596 1.6482 -1.4667 -0.0739 0.0298 -0.0206 0.20
H 0.5584 -4.9805 1.4473 0.0421 -0.0898 0.0418 0.22
H -3.8332 0.4125 1.2708 0.0223 -0.0071 0.0648 0.21
H 2.9251 -0.5826 0.3991 -0.0773 -0.0023 -0.0226 0.22
H -3.4316 2.6796 -0.7324 0.0191 -0.1562 -0.0251 0.24
H -7.9872 0.3522 -0.4230 -0.0324 -0.0134 0.0243 0.16
H 0.7901 3.6795 1.6334 -0.0450 0.0672 0.0834 0.23
H -5.9201 2.3262 0.1433 -0.0567 -0.0052 0.0553 0.20
H -7.3590 -0.0226 -2.0436 -0.0832 -0.0078 -0.0393 0.20
H 7.3769 -1.8499 -1.3158 0.0739 -0.0173 -0.0384 0.22
H 2.7179 0.8514 -1.9262 0.0136 -0.0871 -0.0357 0.23
H -6.1864 -1.3068 0.5168 -0.0524 -0.0113 0.0451 0.16
H -5.8751 -1.5703 -1.2130 0.0088 -0.0744 -0.0175 0.20
H 5.6897 -3.5864 -0.8427 0.0165 -0.0827 -0.0198 0.22
H 0.2996 1.3221 -1.8960 -0.0599 -0.0700 -0.0410 0.22
H 6.8247 0.5368 -0.9355 0.0602 0.0613 -0.0030 0.23
H 3.2336 3.2125 1.5931 0.0667 0.0356 0.0694 0.23
H 3.4699 -2.9476 0.0212 -0.0585 -0.0557 0.0213 0.22
H -3.5258 0.9541 -1.1846 0.0815 0.1543 0.0484 0.24
H -3.9854 2.1432 1.5867 0.0266 -0.0267 0.0355 0.22
H -1.4328 -5.3120 0.0227 -0.0582 -0.0938 -0.0485 0.23
H -6.2034 1.0408 1.3382 -0.0377 0.0497 -0.0738 0.17
```
Forces are in eV/Å.

E_LUMO = -0.34 eV
gap between HOMO and LUMO = 8.108 eV
HOMO energy = -8.45 eV
multiplicity = 1
energy above the lowest of the compared OMol25 structures with the same formula, charge and spin = 4.28 kcal per mole
SMILES = CN(C)CCCN(C(=O)c1ccc(C(=O)c2ccccc2)cc1)c1nc2c(F)cccc2s1
DFT total energy = -49470.236 eV


(2)
C26H24HgO2S5Sb2Se4 as an isolated structure at a distorted geometry, computed with the ωB97M-V functional and the def2-TZVPD basis.

XYZ file:
```
64
Properties=species:S:1:pos:R:3:forces:R:3:nbo_charge:R:1
Hg 0.2664 -1.0292 0.1359 0.5727 -0.2700 -0.2633 1.15
Sb 3.6596 1.5074 -0.2202 0.3108 0.1213 0.3329 0.99
Sb -1.0088 -5.9348 -0.0577 0.3849 -0.5710 0.0110 1.12
Se -0.9100 -6.4972 2.2936 -0.0242 0.0081 -0.1596 -0.78
Se -3.2039 -5.9640 -1.0756 0.1699 0.1450 0.0924 -0.77
Se -0.8053 -3.1549 0.0683 -1.0972 0.2040 0.0074 -1.01
Se 0.8506 -6.6164 -1.4508 -0.1317 -0.0084 0.0832 -0.80
S 2.3223 -0.0288 -1.2045 -0.0832 -0.0002 0.0806 -0.82
S 0.2517 1.2681 3.1960 0.0776 -0.3209 -0.0764 1.28
S -0.2768 3.9611 0.7639 0.0764 -0.1219 0.0590 -0.57
S -2.5819 1.7935 -0.6365 0.4107 -0.0453 0.2253 1.31
S 3.0121 1.4034 2.4802 -0.1203 -0.2213 -0.2603 0.10
O 0.0057 -0.0007 2.4460 0.2326 0.4001 0.2858 -0.99
O -1.4904 0.8090 -0.3617 0.0686 0.3178 0.1205 -1.04
C -3.8293 3.1812 3.5444 0.0143 0.0316 0.0004 -0.21
C 2.9951 4.2171 2.1412 0.0021 -0.0681 0.2206 -0.27
C -2.1676 2.5009 -2.2732 -0.0763 0.0726 -0.1100 -0.65
C -3.3518 4.7130 -2.0379 -0.0246 -0.0018 0.0114 -0.25
C -3.6832 1.9226 2.9858 0.0179 -0.0236 -0.0398 -0.21
C -3.3705 6.0974 -2.1219 0.0252 -0.0023 -0.0024 -0.20
C 2.2857 3.1800 0.0416 -0.0909 0.0797 -0.0390 -0.60
C -2.7120 3.8928 3.9752 -0.0255 -0.0169 0.0182 -0.22
C -1.0736 4.6982 -2.7718 0.0147 0.0349 0.0251 -0.21
C -5.7596 2.3176 -0.5639 -0.0399 -0.0181 0.0582 -0.16
C 1.3521 2.2822 2.1371 -0.3023 0.1848 0.0060 -0.20
C -7.3129 3.1457 -2.2033 0.0098 0.0070 0.0156 -0.23
C -5.1440 1.5183 -1.5254 0.1274 -0.1091 -0.0303 -0.06
C -3.9286 0.7099 -1.1730 -0.2971 0.0167 -0.0462 -0.63
C -5.6321 1.5433 -2.8268 -0.0264 0.0308 -0.0585 -0.20
C -6.7096 2.3509 -3.1663 0.0203 -0.0210 0.0257 -0.21
C -1.3205 2.1028 3.2374 -0.0826 0.0183 -0.0536 -0.16
C -2.2002 4.0004 -2.3538 0.0283 -0.0523 -0.0087 0.08
C 2.3251 3.1115 2.8578 0.1570 0.1089 -0.1839 -0.31
C 2.9934 4.2304 0.8127 -0.1636 -0.0602 -0.2420 -0.12
C -2.4175 1.3669 2.8296 -0.0647 0.1039 -0.0079 -0.23
C 1.0084 2.6671 0.7212 -0.0822 0.2383 -0.0217 -0.45
C -1.4501 3.3487 3.8360 -0.0397 -0.0379 0.0026 -0.19
C -1.0884 6.0814 -2.8574 -0.0206 -0.0016 -0.0370 -0.21
C -6.8361 3.1239 -0.8984 -0.0040 -0.0038 -0.0275 -0.23
C -2.2371 6.7873 -2.5296 -0.0092 -0.0305 0.0073 -0.23
H -7.0758 2.3567 -4.1849 -0.0053 0.0036 -0.0079 0.21
H -4.2384 4.1830 -1.7092 -0.0079 0.0054 -0.0120 0.21
H 3.5363 5.0018 0.2793 -0.0562 0.0361 -0.0213 0.21
H -5.1660 0.9172 -3.5785 0.0074 0.0079 -0.0086 0.22
H -0.1728 4.1487 -3.0153 0.0208 0.0046 0.0474 0.21
H -4.5539 1.3585 2.6739 -0.0017 -0.0027 0.0061 0.21
H -2.2703 0.3867 2.3955 0.0062 -0.0114 -0.0314 0.27
H -1.1666 2.1007 -2.4358 0.0052 0.0438 -0.0383 0.26
H 2.1842 3.2224 3.9277 0.0919 -0.0965 0.0241 0.24
H 3.5153 4.9626 2.7274 -0.0209 -0.0007 0.0154 0.21
H -5.3791 2.3160 0.4510 0.0100 0.0030 0.0034 0.21
H -4.2723 6.6377 -1.8617 -0.0074 0.0027 0.0048 0.20
H 2.0354 3.5133 -0.9655 -0.0170 0.0094 0.0150 0.26
H -2.2471 7.8688 -2.5841 0.0005 0.0073 -0.0015 0.20
H 0.6089 1.8075 0.1824 0.1127 -0.0290 0.0159 0.26
H -0.5754 3.9026 4.1517 0.0145 0.0059 -0.0144 0.21
H -2.8467 2.0654 -3.0082 0.0308 -0.0294 -0.0147 0.23
H -4.0888 0.0584 -0.3123 -0.0114 -0.0267 -0.0216 0.26
H -2.8295 4.8756 4.4132 0.0013 0.0092 -0.0106 0.21
H -7.2983 3.7426 -0.1396 -0.0096 0.0033 0.0029 0.21
H -4.8170 3.6120 3.6560 -0.0007 -0.0008 0.0082 0.20
H -8.1503 3.7793 -2.4668 -0.0049 0.0025 0.0013 0.21
H -0.1953 6.6097 -3.1664 0.0052 0.0028 -0.0002 0.20
H -3.5461 0.1053 -1.9954 -0.0786 -0.0684 0.0165 0.25
```
Forces are in eV/Å.

net charge = -2
E_LUMO = 2.66 eV
gap between HOMO and LUMO = 4.006 eV
HOMO energy = -1.34 eV
multiplicity = 1
energy above the lowest of the compared OMol25 structures with the same formula, charge and spin = 102.76 kcal per mole
DFT total energy = -364258.122 eV


(3)
C26H24IrN7O4 as an isolated structure, computed with the ωB97M-V functional and the def2-TZVPD basis.

XYZ file:
```
62
Properties=species:S:1:pos:R:3:forces:R:3:nbo_charge:R:1
Ir 0.6298 0.3936 -0.0451 0.1739 -0.2931 -0.0507 1.15
O -6.2036 -4.2585 0.0240 0.0155 0.0112 0.0109 -0.63
O -4.3328 -5.3432 -0.4040 0.0073 -0.0109 0.0253 -0.53
O 4.2886 1.3684 1.3753 -0.0182 -0.0058 -0.0599 -0.59
O 1.0962 -1.6528 -0.1303 -0.2686 -0.2655 0.0287 -0.71
N 2.8994 -2.1728 1.1718 0.0525 -0.0441 -0.0016 -0.80
N 0.8872 0.4951 2.0026 -0.0395 0.1182 -0.0054 -0.43
N 2.5798 0.6842 0.0084 -0.0054 0.0196 -0.0757 -0.61
N 0.2021 2.3611 -0.1119 0.0616 0.2470 0.0634 -0.39
N 1.3163 -3.7514 0.6212 0.0087 0.0202 -0.0436 -0.78
N 0.9939 0.3108 -2.0658 0.0332 0.1182 -0.0131 -0.45
N -1.5425 0.3625 -0.1061 -0.0911 -0.0421 0.0189 -0.44
C -4.6297 -1.7533 0.1153 0.0016 -0.0239 -0.0155 -0.16
C 2.2916 0.5174 -2.3832 -0.0014 -0.0334 -0.0003 0.24
C -4.8831 -4.3052 -0.1842 -0.0176 0.0020 -0.0411 0.77
C 0.7308 4.6828 -0.1552 0.0472 -0.0125 0.0019 -0.20
C -2.7352 -3.1249 -0.3804 0.0478 0.0077 -0.0144 -0.14
C 1.6082 0.8252 4.6447 0.0103 0.0086 -0.0034 -0.11
C 3.1376 1.0242 1.1823 -0.0005 0.0555 0.1625 0.60
C -2.4514 -0.7567 -0.1017 0.0011 0.0608 0.0332 0.17
C -0.0032 0.2707 2.9721 0.0006 0.0070 0.0228 0.07
C -1.5473 3.9933 -0.2238 0.0167 0.0099 -0.0033 -0.19
C -3.8210 -0.6303 0.1359 0.0542 0.0107 0.0842 -0.24
C 2.1458 0.8691 2.3260 0.0106 -0.0464 -0.0402 0.11
C 1.7919 0.1761 -4.6993 -0.0061 0.0048 -0.0009 -0.10
C 3.2698 0.7928 -1.2621 -0.0307 0.0417 -0.0040 -0.28
C -0.6091 5.0161 -0.2192 -0.0279 -0.0042 -0.0016 -0.12
C 0.3262 0.4212 4.3080 -0.0124 0.0006 -0.0163 -0.22
C 1.7605 -2.4926 0.5388 0.1433 0.0777 0.0485 0.82
C -2.0173 1.5519 -0.1608 0.0140 -0.0250 -0.0673 0.12
C 0.4655 -0.0526 -4.3567 0.0021 -0.0042 0.0066 -0.23
C 0.1058 0.0228 -3.0303 0.0055 0.0335 -0.0198 0.07
C 2.7082 0.4593 -3.7029 0.0042 -0.0016 0.0050 -0.22
C 2.5350 1.0492 3.6344 0.0012 -0.0023 0.0085 -0.19
C -1.9173 -2.0093 -0.3578 -0.0051 -0.0814 -0.1379 -0.25
C 1.1045 3.3480 -0.1032 -0.0782 0.0114 -0.0182 0.06
C -4.0969 -3.0126 -0.1425 -0.0254 0.0165 0.0288 -0.13
C -1.1089 2.6841 -0.1667 -0.0185 -0.0249 0.0251 0.19
H -0.4197 0.2258 5.0650 0.0023 0.0030 0.0012 0.25
H -0.9218 6.0501 -0.2639 0.0019 0.0002 0.0039 0.26
H 1.8656 -4.4900 1.0268 0.0106 0.0026 -0.0149 0.42
H 3.4696 -2.8829 1.6015 -0.0341 -0.0086 0.0212 0.42
H 1.8856 0.9595 5.6815 0.0002 -0.0069 -0.0004 0.25
H 4.1015 0.0849 -1.3295 0.0157 -0.0006 -0.0147 0.24
H 1.4999 5.4420 -0.1445 -0.0021 0.0004 -0.0027 0.26
H -2.3405 -4.1109 -0.5872 -0.0007 0.0044 -0.0191 0.25
H -0.9923 -0.0367 2.6586 0.0031 -0.0007 0.0044 0.22
H 0.4883 -4.0061 0.1118 -0.0318 0.0064 0.0427 0.42
H 2.1434 3.0633 -0.0524 0.0322 -0.0236 0.0035 0.24
H 3.7154 1.7859 -1.3940 0.0078 -0.0050 0.0013 0.24
H -2.6073 4.2031 -0.2701 -0.0020 -0.0083 0.0004 0.25
H -0.9109 -0.1525 -2.7057 -0.0008 0.0019 -0.0032 0.22
H -0.8634 -2.0959 -0.5646 0.0139 -0.0019 0.0108 0.24
H -5.6847 -1.6097 0.3129 0.0017 0.0023 0.0048 0.22
H 3.7505 0.6302 -3.9370 -0.0003 -0.0030 -0.0020 0.25
H 2.1079 0.1283 -5.7326 -0.0005 -0.0052 0.0004 0.25
H -4.2876 0.3164 0.3630 0.0253 0.0505 0.0420 0.22
H -3.0785 1.7565 -0.2194 -0.0560 -0.0302 -0.0330 0.22
H 3.3591 -1.3193 0.9029 -0.0424 0.0583 0.0166 0.43
H -6.5312 -3.3668 0.1824 -0.0075 -0.0035 -0.0026 0.48
H 3.5552 1.3511 3.8296 -0.0037 0.0009 0.0012 0.27
H -0.2790 -0.2897 -5.1025 0.0006 0.0050 -0.0018 0.25
```
Forces are in eV/Å.

net charge = +2
E_LUMO = -6.98 eV
gap between HOMO and LUMO = 7.401 eV
HOMO energy = -14.38 eV
multiplicity = 1
energy above the lowest of the compared OMol25 structures with the same formula, charge and spin = 0.00 kcal per mole
DFT total energy = -48802.106 eV


Number 3 is which compound?
C26H24IrN7O4